1.
155
Properties=species:S:1:pos:R:3 method="wB97M-V/def2-TZVPD" homo_lumo_gap_ev="8.9 / 3.6" spin_multiplicity=2 fmax_ha_per_bohr=0.07379 e_tot_ev=-129634.723 s_squared=0.754 lumo_energy_ev="-0.80 / -6.09" homo_ev="-9.69 / -9.69"
C -3.4413 0.5941 -0.8203
O -3.3783 -0.7222 -1.3141
C -3.3495 -0.9730 -2.7360
C -2.1199 -0.4963 -3.4388
N -0.8483 -1.0528 -2.7490
H -0.8589 -0.7899 -1.7739
H -0.9491 -2.0542 -2.6645
C 0.4286 -0.5164 -3.3684
C 0.6755 1.0166 -3.0199
O 0.0842 1.4728 -1.8471
C 0.8552 1.2734 -0.7310
H -2.6466 1.2319 -1.2075
H -3.4594 0.6605 0.2675
H -4.3625 1.0494 -1.1838
H -4.1967 -0.3949 -3.1050
H -3.5455 -2.0452 -2.7464
H -2.0389 0.5856 -3.5436
H -2.1631 -0.9113 -4.4458
H 0.2923 -0.8040 -4.4109
H 1.2694 -1.1482 -3.0821
H 0.2098 1.5615 -3.8411
H 1.7273 1.2712 -3.1499
H 1.7864 1.8373 -0.7848
H 1.2336 0.2512 -0.7204
H 0.2176 1.5311 0.1147
C 6.0753 -4.9900 -3.1373
O 5.4405 -4.3032 -2.1481
C 5.2065 -5.0986 -0.9954
C 4.0617 -4.3069 -0.2161
N 4.4138 -2.7845 -0.0608
H 5.3466 -2.6422 0.2992
H 4.4162 -2.4907 -1.0271
C 3.4922 -1.9020 0.7758
C 3.5264 -2.2320 2.2274
O 3.3824 -3.6016 2.6323
C 2.1421 -4.1876 2.5270
H 5.6391 -5.9827 -3.2480
H 7.1290 -5.1446 -2.9051
H 6.0037 -4.3657 -4.0279
H 6.1007 -5.1694 -0.3762
H 4.9133 -6.1331 -1.1746
H 4.2051 -4.5637 0.8334
H 3.0439 -4.3216 -0.6060
H 2.5007 -1.9613 0.3270
H 3.9060 -0.9113 0.5879
H 2.8792 -1.5174 2.7359
H 4.4742 -1.8262 2.5812
H 1.3590 -3.5091 2.8655
H 2.2729 -5.0860 3.1302
H 1.9860 -4.4800 1.4887
C -0.7821 4.3965 -0.7211
O -0.5211 4.9428 -2.0043
C 0.4426 6.0290 -1.8801
C 0.6911 6.4585 -3.3656
N 1.7997 5.5585 -4.0096
H 1.8867 5.8737 -4.9652
H 2.6843 5.7721 -3.5715
C 1.5443 4.0893 -4.0774
C 2.3973 3.4028 -5.2565
O 3.6528 4.0487 -5.3791
C 4.4001 3.5135 -6.4814
H 0.0252 3.8526 -0.2305
H -1.5539 3.6370 -0.8459
H -1.2608 5.0554 0.0034
H 1.4155 5.7926 -1.4490
H 0.0816 6.8458 -1.2551
H 1.1332 7.4487 -3.4750
H -0.2256 6.3436 -3.9440
H 0.4971 4.0374 -4.3757
H 1.7523 3.7730 -3.0553
H 1.8797 3.5464 -6.2050
H 2.5086 2.3466 -5.0117
H 5.4044 3.8709 -6.2543
H 4.1516 3.9230 -7.4605
H 4.5875 2.4414 -6.4226
C -7.7432 0.8489 3.5925
O -8.0589 -0.0220 2.4337
C -7.1371 0.2235 1.4773
C -5.8109 -0.4765 1.7704
N -6.0681 -1.9442 2.0696
H -6.4261 -1.9917 3.0128
H -6.8283 -2.2109 1.4604
C -4.8806 -2.9260 1.9798
C -3.6297 -2.3815 2.6579
O -3.9540 -1.7149 3.8775
C -2.8321 -1.6460 4.7614
H -6.8131 0.4571 4.0042
H -8.5338 0.8940 4.3416
H -7.5916 1.8980 3.3385
H -6.9308 1.2815 1.3158
H -7.4197 -0.2392 0.5317
H -5.2267 -0.1780 2.6409
H -5.1480 -0.5213 0.9064
H -4.6990 -3.0497 0.9122
H -5.2906 -3.7826 2.5147
H -3.1315 -1.5930 2.0939
H -2.9318 -3.1961 2.8511
H -2.4894 -2.5630 5.2407
H -3.1685 -0.9578 5.5369
H -1.9788 -1.1442 4.3051
C -1.7139 0.9189 2.2889
O -0.8279 0.8247 3.4100
C -0.6905 2.0148 4.1568
C 0.3614 1.8863 5.2568
N 0.6885 0.4595 5.7881
H 1.0768 0.6696 6.6964
H -0.1594 -0.0554 5.9781
C 1.7036 -0.3213 4.8653
C 2.4595 -1.2776 5.8102
O 1.6872 -2.0553 6.6322
C 0.9137 -3.0642 5.9309
H -2.7023 0.6349 2.6501
H -1.5056 0.0430 1.6744
H -1.6191 1.9022 1.8283
H -1.6446 2.3016 4.5990
H -0.5195 2.7634 3.3832
H -0.0501 2.3735 6.1408
H 1.2766 2.4659 5.1364
H 2.4089 0.4443 4.5421
H 1.1757 -0.8078 4.0451
H 3.2289 -0.7502 6.3741
H 2.9837 -1.8896 5.0762
H 0.0891 -3.4782 6.5113
H 1.4851 -3.7444 5.2993
H 0.2468 -2.6532 5.1730
B 4.4078 -0.7518 -2.9276
F 3.5760 -1.5780 -3.7243
F 5.3322 -1.5802 -2.3159
F 5.1157 0.1711 -3.6510
F 3.7590 -0.2398 -1.8026
B -1.6946 2.6851 -5.6731
F -0.3808 2.4075 -5.9069
F -1.9623 2.9024 -4.3237
F -1.9357 3.8750 -6.3598
F -2.5085 1.6749 -6.1667
B -3.9849 3.5041 1.6372
F -3.0525 4.0028 2.5061
F -3.4725 3.4009 0.4203
F -4.4906 2.2663 1.9163
F -5.0212 4.4263 1.6994
B -0.0586 -3.9400 -4.5127
F -0.0764 -5.2014 -5.0875
F 0.9813 -3.9970 -3.6445
F 0.1302 -2.9098 -5.4140
F -1.2401 -3.7539 -3.8658
B -0.1910 -2.8741 0.5042
F 0.7268 -3.2538 -0.4028
F -1.2354 -2.3692 -0.1849
F -0.5821 -3.9400 1.2185
F 0.3107 -1.8767 1.3276
B 3.5877 1.6803 2.1350
F 2.5343 0.8948 1.9159
F 3.6364 2.6123 1.1137
F 3.4529 2.2593 3.4051
F 4.7759 0.9166 2.1962

=====

2.
125
Properties=species:S:1:pos:R:3 method="wB97M-V/def2-TZVPD" homo_lumo_gap_ev=7.5 fmax_ha_per_bohr=0.06912 e_tot_ev=-61894.265 lumo_energy_ev=0.42 homo_ev=-7.04
Hg -0.6286 -0.4364 -1.0081
C -2.1062 3.6590 -1.9852
C -2.7830 2.4423 -1.4074
C -3.9046 1.9281 -2.2994
O -1.9339 1.4502 -1.0233
H -1.7533 3.4980 -3.0039
H -1.1622 3.8866 -1.4902
H -2.7612 4.5264 -1.9039
H -3.2512 2.7952 -0.4886
H -3.4359 1.8379 -3.2793
H -4.6704 2.6965 -2.1938
H -4.3225 0.9864 -1.9435
C -0.2316 0.8245 -5.3172
C -0.0467 -0.5308 -4.6393
C 0.9543 -1.3906 -5.4452
O 0.2107 -0.4410 -3.2642
H 0.5721 1.5027 -5.0305
H -1.1384 1.3600 -5.0360
H -0.2532 0.7688 -6.4056
H -0.9351 -1.1328 -4.8300
H 1.4678 -2.0357 -4.7323
H 1.7882 -0.8455 -5.8873
H 0.4570 -1.8862 -6.2790
C -0.0674 -6.2703 2.5823
C 1.3676 -5.5903 2.7174
C 2.4813 -6.1100 1.7345
O 3.8570 -5.6662 1.9788
C 4.5353 -6.4464 2.9796
N 1.3489 -4.1008 2.8596
H -0.4272 -6.1731 1.5580
H -0.6123 -5.7564 3.3743
H -0.0924 -7.3179 2.8822
H 1.7415 -5.9283 3.6838
H 2.1285 -5.7676 0.7617
H 2.4991 -7.1998 1.7229
H 4.8545 -7.3501 2.4605
H 3.8890 -6.7214 3.8131
H 5.3839 -5.8768 3.3584
H 2.3203 -4.0694 3.1341
H 1.1903 -3.5016 2.0622
C 1.9268 -0.5032 1.8571
C 2.3189 -0.2175 0.3695
C 2.2252 -1.5050 -0.5567
O 0.9774 -2.2080 -0.5325
C 1.1425 -3.3993 -1.2578
N 1.3169 0.6249 -0.2620
H 2.5669 -1.3087 2.2170
H 0.8773 -0.7948 1.8962
H 1.9676 0.2813 2.6128
H 3.3326 0.1818 0.4042
H 3.0114 -2.2041 -0.2719
H 2.3773 -1.2352 -1.6018
H 1.8562 -4.0335 -0.7320
H 1.5178 -3.2316 -2.2673
H 0.2116 -3.9659 -1.2324
H 1.8329 1.1981 -0.9141
H 1.1663 1.3482 0.4266
C 2.4692 4.3181 -3.2577
C 2.7101 2.8360 -3.5527
C 4.2913 2.3737 -3.5832
O 4.6515 1.2892 -4.4693
C 4.0772 0.0398 -4.1267
N 1.8064 2.0284 -2.6769
H 2.8728 4.9451 -4.0527
H 2.8818 4.5318 -2.2717
H 1.4368 4.6677 -3.2537
H 2.4399 2.8918 -4.6072
H 4.4876 2.1510 -2.5344
H 4.8465 3.2744 -3.8452
H 4.1259 -0.1790 -3.0600
H 4.4957 -0.7976 -4.6849
H 3.0270 0.0856 -4.4149
H 0.8524 2.3242 -2.8273
H 1.7648 1.0836 -3.0314
C 0.4525 4.2670 2.8158
C 0.0677 4.1508 1.2946
C 1.1152 4.6841 0.2929
O 1.8252 5.8635 0.5966
C 0.9651 7.0850 0.5511
N -0.0584 2.6863 1.0506
H 0.0720 3.4432 3.4197
H 0.0026 5.1258 3.3139
H 1.5151 4.5097 2.8195
H -0.9624 4.4947 1.2015
H 0.5734 4.6327 -0.6515
H 1.8983 3.9487 0.1085
H 1.0104 7.5884 -0.4146
H 1.4553 7.8154 1.1949
H -0.0861 6.9111 0.7809
H -0.6116 2.4458 0.2405
H -0.6236 2.3490 1.8166
C -5.3747 1.4272 4.0482
C -3.9312 1.3587 3.4106
C -2.9136 0.8155 4.4571
O -1.5945 1.2564 3.9756
C -0.6038 0.6210 4.7956
N -4.0044 0.4140 2.2383
H -5.9546 1.9911 3.3175
H -5.3217 2.0987 4.9051
H -5.7244 0.4358 4.3364
H -3.6144 2.3571 3.1093
H -2.9980 -0.2453 4.6931
H -3.0501 1.2121 5.4631
H 0.3257 1.1065 4.4981
H -0.4790 -0.4176 4.4895
H -0.7474 0.8433 5.8530
H -4.1779 0.9912 1.4278
H -4.8486 -0.1325 2.3319
C -2.3866 -2.6254 2.6450
C -1.8893 -2.3319 1.1896
C -2.8575 -2.7732 0.0872
O -2.4375 -2.1778 -1.1344
C -3.3089 -2.7364 -2.2446
N -1.5831 -0.9736 1.1699
H -1.8360 -2.1292 3.4441
H -2.3056 -3.6762 2.9231
H -3.4598 -2.5007 2.7889
H -0.9413 -2.8327 0.9932
H -3.8163 -2.3139 0.3280
H -3.0082 -3.8527 0.0913
H -4.3617 -2.4550 -2.2683
H -3.1343 -3.8037 -2.3808
H -3.0162 -2.3100 -3.2041
H -2.4694 -0.4983 1.0777
H -1.1783 -0.6517 2.0374

=====

3.
120
Properties=species:S:1:pos:R:3 method="wB97M-V/def2-TZVPD" homo_lumo_gap_ev=10.0 fmax_ha_per_bohr=0.05453 e_tot_ev=-52880.394 lumo_energy_ev=0.55 smiles=CC(C)O.CC(C)O.CC(C)O.CC(C)O.CC(C)O.CC(C)O.CC(C)O.CC(C)O.CC(C)O.CC(C)O homo_ev=-9.48
C 1.5385 -8.8694 13.1255
C 0.5143 -9.9254 12.8306
C 0.5246 -11.2241 13.5984
O -0.8059 -9.3339 12.8602
H 1.5391 -8.5835 14.1891
H 1.3314 -7.9141 12.6504
H 2.5320 -9.2841 12.9384
H 0.6240 -10.1475 11.7608
H 0.4547 -10.9913 14.6673
H 1.4636 -11.7743 13.5111
H -0.2858 -11.8642 13.2678
H -1.1526 -9.3114 13.7606
C -0.7644 -17.6647 5.6226
C 0.5766 -18.0900 6.1717
C 0.7496 -17.7917 7.6422
O 0.6257 -19.5579 6.1401
H -1.5726 -17.9531 6.3010
H -0.9745 -18.1586 4.6714
H -0.8956 -16.5838 5.5314
H 1.4329 -17.8097 5.5521
H 0.8262 -16.7123 7.8294
H 1.6427 -18.2385 8.0742
H -0.1201 -18.0727 8.2383
H 0.3776 -19.8030 5.2395
C 5.3603 -15.3147 11.0484
C 4.4587 -16.5966 11.0400
C 3.0222 -16.3353 11.4815
O 4.5358 -17.2613 9.7889
H 4.7197 -14.4522 10.8426
H 6.2579 -15.4788 10.4699
H 5.5168 -15.1607 12.1214
H 4.9921 -17.2043 11.7783
H 2.9877 -16.3949 12.5668
H 2.2534 -17.0138 11.1012
H 2.6935 -15.4355 10.9489
H 4.9007 -16.7143 9.0927
C -3.2021 -12.0851 10.5063
C -3.2312 -10.5583 10.5557
C -3.8120 -10.0845 11.8912
O -1.9162 -10.0531 10.3052
H -2.8386 -12.5202 9.5749
H -4.2441 -12.4107 10.6302
H -2.6817 -12.5875 11.3227
H -3.8460 -10.2704 9.6936
H -3.4013 -10.8091 12.5965
H -4.8994 -10.1068 11.9416
H -3.5001 -9.0618 12.1029
H -1.7048 -9.5649 11.1197
C -3.9961 -15.9940 7.5370
C -5.3771 -16.4399 7.9760
C -5.8318 -17.8136 7.4953
O -5.3329 -16.4726 9.4324
H -4.0624 -15.6259 6.5087
H -3.2328 -16.7715 7.6271
H -3.6533 -15.2321 8.2367
H -6.1151 -15.6926 7.6643
H -6.8226 -18.0708 7.8571
H -5.1069 -18.5934 7.7612
H -5.7209 -17.8415 6.4056
H -5.4114 -17.4011 9.6676
C -0.9159 -16.4898 11.1070
C -1.5928 -15.1768 11.4623
C -3.0218 -15.3558 11.9817
O -0.7972 -14.4050 12.3619
H 0.1413 -16.2340 11.0192
H -1.3391 -16.8866 10.1885
H -0.9950 -17.1999 11.9324
H -1.6773 -14.5901 10.5352
H -3.6434 -15.9494 11.3122
H -3.4166 -14.3560 12.1605
H -2.9929 -15.9156 12.9219
H -1.3654 -13.6750 12.6377
C -9.3633 -14.9452 11.2883
C -8.1703 -14.9718 10.3526
C -8.1025 -13.8746 9.3182
O -7.0640 -14.8756 11.2747
H -10.2636 -14.9139 10.6584
H -9.3324 -14.1242 12.0009
H -9.4858 -15.8852 11.8265
H -8.1375 -16.0083 9.9879
H -7.1102 -13.8771 8.8486
H -8.1086 -12.9007 9.8118
H -8.8082 -13.9868 8.4971
H -6.2390 -14.7840 10.7792
C 2.0319 -20.6816 15.0931
C 0.8361 -19.7565 15.2342
C 0.5453 -18.9463 13.9792
O -0.3035 -20.6197 15.4852
H 1.9685 -21.3298 14.2094
H 2.0917 -21.4546 15.8655
H 3.0286 -20.2313 15.0804
H 0.8479 -19.1913 16.1665
H 0.6037 -19.5992 13.1079
H 1.3564 -18.2196 13.8587
H -0.3925 -18.4068 14.0740
H -0.4490 -21.1746 14.7106
C 2.0362 -10.3154 8.7215
C 0.9760 -11.3633 8.4109
C 0.7964 -12.5032 9.4382
O -0.2734 -10.7622 8.1203
H 2.9963 -10.8382 8.7834
H 1.9254 -9.7094 9.6265
H 2.0628 -9.5827 7.9136
H 1.3997 -11.8401 7.5174
H 0.0988 -13.1920 8.9628
H 0.4606 -12.1376 10.4094
H 1.7360 -13.0320 9.6123
H -0.7721 -10.7926 8.9554
C -4.8368 -12.7497 14.7120
C -4.0815 -11.5658 15.3036
C -4.1486 -11.4660 16.8375
O -2.7111 -11.7038 14.8582
H -5.8991 -12.7053 14.9880
H -4.4984 -13.7348 15.0283
H -4.8570 -12.6279 13.6286
H -4.4448 -10.6495 14.8386
H -3.2497 -11.0464 17.2762
H -4.3039 -12.4794 17.2244
H -5.0877 -10.9789 17.1028
H -2.2918 -12.3460 15.4428